(1)
Entry from the Open Molecules 2025 dataset: 2 unconnected molecules or ions with the total composition C5H7Cl in a non-equilibrium geometry (ωB97M-V/def2-TZVPD).

Summary:
* ΔE to the lowest compared entry with this formula, charge and spin: 137.4 kcal per mole
* highest occupied orbital energy: -9.24 eV
* gap between HOMO and LUMO: 8.045 eV
* LUMO: -1.20 eV
* E: -654.67160 Ha

CARTESIAN COORDINATES (ANGSTROEM)
1 Cl -3.4550 -0.9327 0.4515
2 C 1.3305 0.7492 -0.4189
3 C -2.9380 0.7230 0.1279
4 C 0.8948 -0.3829 -1.3067
5 C 1.8424 -0.5496 -0.2534
6 C 2.4590 -1.5366 0.3800
7 H -2.0393 0.6109 -0.4910
8 H -2.7035 1.3451 0.9418
9 H 3.1563 -1.2631 1.2639
10 H 1.9244 1.4875 -1.0084
11 H 0.7457 1.0812 0.5274
12 H -3.6065 1.2291 -0.5793
13 H 2.3892 -2.5612 0.3651

Mulliken population analysis, charges in e, atoms 1 to 5:
1 Cl -0.180
2 C -0.174
3 C -0.388
4 C -0.614
5 C 0.446

***

(2)
Entry from the Open Molecules 2025 dataset: 2 unconnected molecules or ions with the total composition C5H7Cl in a non-equilibrium geometry (ωB97M-V/def2-TZVPD).

Summary:
* ΔE to the lowest compared entry with this formula, charge and spin: 138.8 kcal per mole
* highest occupied orbital energy (alpha / beta): -8.54 / -8.35 eV
* gap between HOMO and LUMO (alpha / beta): 8.418 / 8.469 eV
* LUMO (alpha / beta): -0.12 / 0.12 eV
* E: -654.66940 Ha

CARTESIAN COORDINATES (ANGSTROEM)
1 Cl 2.6558 0.6761 0.0104
2 C 0.8661 -1.3730 -0.8044
3 C 1.1095 -0.0982 -0.1037
4 C -1.9183 1.3547 0.1770
5 C -0.7753 1.8777 -0.1266
6 C 0.7818 -1.2365 0.7243
7 H -0.3426 2.7995 -0.4175
8 H 1.5822 -1.6664 1.3926
9 H -0.3145 -1.2356 1.1252
10 H -2.2237 0.2747 0.5371
11 H -2.9485 1.9742 0.0825
12 H -0.1973 -1.4285 -1.2737
13 H 1.7249 -1.9186 -1.3233

Mulliken population analysis, charges in e, atoms 1 to 5:
1 Cl -0.197
2 C -0.406
3 C 0.203
4 C -0.403
5 C -0.223

***

(3)
Entry from the Open Molecules 2025 dataset: a single C5H7Cl molecule in a non-equilibrium geometry (ωB97M-V/def2-TZVPD).

Summary:
* ΔE to the lowest compared entry with this formula, charge and spin: 2.1 kcal per mole
* highest occupied orbital energy: -9.56 eV
* gap between HOMO and LUMO: 10.604 eV
* LUMO: 1.04 eV
* SMILES: Cl[C@H]1C=CCC1
* E: -654.88715 Ha

CARTESIAN COORDINATES (ANGSTROEM)
1 Cl 2.5939 0.0773 -0.4526
2 C 0.1138 -1.0756 0.2203
3 C 0.3139 1.2798 0.2277
4 C 1.0909 0.0511 0.5209
5 C -0.8209 0.9824 -0.3829
6 C -1.0093 -0.4602 -0.5648
7 H 0.7180 2.1962 0.5811
8 H 0.5514 -1.8893 -0.3258
9 H -1.1089 -0.7230 -1.5832
10 H -1.5576 1.6802 -0.7976
11 H -1.9785 -0.6824 -0.1661
12 H -0.2814 -1.4058 1.1618
13 H 1.3746 -0.0306 1.5612

Mulliken population analysis, charges in e, atoms 1 to 5:
1 Cl -0.232
2 C -0.681
3 C -0.584
4 C 0.075
5 C -0.329

***

(4)
Entry from the Open Molecules 2025 dataset: 2 unconnected molecules or ions with the total composition C5H7Cl2N in a non-equilibrium geometry (ωB97M-V/def2-TZVPD).

Summary:
* ΔE to the lowest compared entry with this formula, charge and spin: 59.2 kcal per mole
* highest occupied orbital energy: -8.99 eV
* gap between HOMO and LUMO: 9.799 eV
* LUMO: 0.81 eV
* SMILES: N=C=CCCl.C=CCl
* E: -1169.73776 Ha

CARTESIAN COORDINATES (ANGSTROEM)
1 Cl 1.8968 1.0460 -1.4309
2 Cl -3.3180 1.2812 -0.1670
3 N -0.3443 -1.7794 -1.5707
4 C -1.1043 -1.3408 -0.7395
5 C 1.7850 0.4574 1.0314
6 C -1.4807 -0.7785 0.3705
7 C -1.6274 0.7787 0.3082
8 C 2.5755 0.4956 -0.0201
9 H -1.8779 -1.2822 1.1700
10 H -1.6288 1.3467 1.1891
11 H 0.7469 0.5847 0.8762
12 H 3.5441 0.2060 -0.0259
13 H -0.7596 1.2027 -0.4090
14 H -0.5466 -2.0762 -2.5476
15 H 2.1392 -0.1420 1.9653

Mulliken population analysis, charges in e, atoms 1 to 5:
1 Cl -0.175
2 Cl -0.216
3 N -0.386
4 C 0.562
5 C -0.288

***

(5)
Entry from the Open Molecules 2025 dataset: a single C5H7Cl2NO2 molecule in a non-equilibrium geometry (ωB97M-V/def2-TZVPD).

Summary:
* ΔE to the lowest compared entry with this formula, charge and spin: 24.1 kcal per mole
* highest occupied orbital energy: -9.87 eV
* gap between HOMO and LUMO: 10.544 eV
* LUMO: 0.67 eV
* SMILES: C[C@@H]1C=NO[C@]1(O)C(Cl)Cl
* E: -1320.26144 Ha

CARTESIAN COORDINATES (ANGSTROEM)
1 Cl 2.8833 0.7072 0.5380
2 Cl 1.6516 2.0738 2.8659
3 O -0.8928 0.8667 2.1388
4 O 0.8184 -0.8161 2.3198
5 N -2.0110 0.3739 1.4959
6 C -1.7133 -0.4113 0.5536
7 C -0.0562 0.2427 -1.0934
8 C -0.2804 -0.5644 0.2132
9 C 0.3546 0.1118 1.4949
10 C 1.3516 1.2930 1.2650
11 H 1.0078 2.1696 0.6324
12 H 1.0507 -0.5126 3.2273
13 H -0.4032 -0.2936 -2.0778
14 H -2.5124 -0.7499 -0.0171
15 H 1.0156 0.4921 -1.2806
16 H 0.0134 -1.6182 0.1924
17 H -0.6245 1.3189 -0.9751

Mulliken population analysis, charges in e, atoms 1 to 5:
1 Cl -0.147
2 Cl -0.158
3 O -0.216
4 O -0.503
5 N -0.394

***

(6)
Entry from the Open Molecules 2025 dataset: a single C5H7ClF2 molecule in a non-equilibrium geometry (ωB97M-V/def2-TZVPD).

Summary:
* ΔE to the lowest compared entry with this formula, charge and spin: 8.9 kcal per mole
* highest occupied orbital energy: -9.55 eV
* gap between HOMO and LUMO: 10.149 eV
* LUMO: 0.60 eV
* SMILES: FC/C=C(/Cl)CCF
* E: -854.59623 Ha

CARTESIAN COORDINATES (ANGSTROEM)
1 Cl 1.7755 -2.0482 -0.2617
2 F 0.8723 1.7277 -0.9503
3 F -2.8726 -0.5207 0.3694
4 C -1.9002 -0.3034 -0.6623
5 C -0.8021 -1.2741 -0.3778
6 C 0.4151 -0.9136 0.0332
7 C 1.5685 1.3350 0.1761
8 C 0.7283 0.2651 0.8573
9 H 1.7722 2.1918 0.8787
10 H 1.1741 -0.0201 1.8096
11 H -0.2520 0.6938 1.0493
12 H -1.5802 0.7098 -0.6344
13 H -2.3509 -0.5276 -1.6674
14 H 2.5832 0.9956 -0.1323
15 H -1.1312 -2.3112 -0.4872

Mulliken population analysis, charges in e, atoms 1 to 5:
1 Cl -0.221
2 F -0.282
3 F -0.298
4 C -0.316
5 C -0.555

***

(7)
Entry from the Open Molecules 2025 dataset: a single C5H7ClINO2S molecule in a non-equilibrium geometry (ωB97M-V/def2-TZVPD).

Summary:
* ΔE to the lowest compared entry with this formula, charge and spin: 0.0 kcal per mole
* highest occupied orbital energy: -9.26 eV
* gap between HOMO and LUMO: 9.488 eV
* LUMO: 0.23 eV
* SMILES: CSN1C(=O)O[C@H](CI)[C@H]1Cl
* E: -1556.00609 Ha

CARTESIAN COORDINATES (ANGSTROEM)
1 I -4.3591 0.5028 0.3524
2 Cl 0.2890 -2.2863 1.6891
3 S 2.2942 -0.8880 -0.5759
4 O -1.5154 -0.3842 -1.0593
5 O 0.2292 0.3265 -2.4108
6 N 0.6018 -0.5137 -0.3402
7 C -2.3043 0.6070 0.9307
8 C -0.1127 -0.7166 0.8296
9 C -1.5905 -0.6085 0.3300
10 C -0.2170 -0.1250 -1.4139
11 C 3.0334 0.6982 -0.7999
12 H -2.1398 0.6545 1.9595
13 H 0.1892 0.0502 1.6782
14 H -2.0696 -1.4698 0.6180
15 H 2.6997 1.1640 -1.6430
16 H 2.8917 1.1001 0.2674
17 H -1.9859 1.5354 0.6169
18 H 4.0662 0.3535 -1.0289

Mulliken population analysis, charges in e, atoms 1 to 5:
1 I 0.046
2 Cl -0.198
3 S -0.024
4 O -0.297
5 O -0.522

***

(8)
Entry from the Open Molecules 2025 dataset: a single C5H7ClN2 molecule in a non-equilibrium geometry (ωB97M-V/def2-TZVPD).

Summary:
* ΔE to the lowest compared entry with this formula, charge and spin: 21.0 kcal per mole
* highest occupied orbital energy: -8.94 eV
* gap between HOMO and LUMO: 9.680 eV
* LUMO: 0.74 eV
* SMILES: C[C@@H](Cl)n1ccnc1
* E: -764.39902 Ha

CARTESIAN COORDINATES (ANGSTROEM)
1 Cl -2.0742 1.5239 0.0519
2 N 0.2150 0.4041 -0.1442
3 N 2.3651 0.9124 -0.3972
4 C -1.5953 -1.2273 -0.0170
5 C -1.1266 0.1035 -0.5232
6 C 0.8148 0.3305 1.1002
7 C 2.1095 0.6461 0.8837
8 C 1.1631 0.6994 -1.0317
9 H 0.9816 0.7368 -2.0570
10 H 0.2376 -0.1032 1.9173
11 H -1.9889 -1.8006 -0.9081
12 H -0.5942 -1.6511 0.4050
13 H -1.1193 0.0101 -1.6347
14 H -2.3277 -1.0845 0.8104
15 H 2.9395 0.4998 1.5447

Mulliken population analysis, charges in e, atoms 1 to 5:
1 Cl -0.194
2 N 0.115
3 N -0.653
4 C -1.025
5 C 0.211

***

(9)
Entry from the Open Molecules 2025 dataset: 2 unconnected molecules or ions with the total composition C5H7ClN4 in a non-equilibrium geometry (ωB97M-V/def2-TZVPD).

Summary:
* ΔE to the lowest compared entry with this formula, charge and spin: 76.1 kcal per mole
* highest occupied orbital energy (alpha / beta): -8.72 / -8.19 eV
* gap between HOMO and LUMO (alpha / beta): 7.121 / 6.499 eV
* LUMO (alpha / beta): -1.60 / -1.69 eV
* E: -873.74502 Ha

CARTESIAN COORDINATES (ANGSTROEM)
1 Cl 0.4854 -3.2008 -2.2875
2 N -0.2694 -2.0602 -0.3077
3 N -0.8700 0.4268 0.6083
4 N -1.5393 -1.8456 -0.1532
5 N 1.9063 2.6048 -1.3417
6 C 1.5016 0.9435 0.6281
7 C 0.6387 -1.1273 -0.2286
8 C -1.4034 1.5354 0.7623
9 C 1.7197 1.9489 -0.3983
10 C 0.3788 0.1177 0.1932
11 H 1.4298 1.4200 1.6313
12 H -2.0355 -1.1707 -0.7149
13 H 1.4405 -1.5371 -0.8405
14 H -2.3807 1.5998 1.2694
15 H 2.4088 0.3577 0.8807
16 H -1.1103 2.6227 0.3471
17 H -2.3011 -2.6354 -0.0480

Mulliken population analysis, charges in e, atoms 1 to 5:
1 Cl -0.409
2 N -0.277
3 N -0.409
4 N -0.374
5 N -0.409

***

(10)
Entry from the Open Molecules 2025 dataset: a single C5H7ClN4O2 molecule in a non-equilibrium geometry (ωB97M-V/def2-TZVPD).

Summary:
* ΔE to the lowest compared entry with this formula, charge and spin: 16.4 kcal per mole
* highest occupied orbital energy (alpha / beta): -7.91 / -7.91 eV
* gap between HOMO and LUMO (alpha / beta): 7.652 / 7.650 eV
* LUMO (alpha / beta): -0.26 / -0.26 eV
* SMILES: C=N[C@@H]1N=C(Cl)C(NC)=[N+]([O-])O1
* E: -1024.23346 Ha

CARTESIAN COORDINATES (ANGSTROEM)
1 Cl -1.2944 2.6750 0.1660
2 O 0.4050 -1.5438 -1.8862
3 O 1.8816 -0.0644 -1.0839
4 N 0.5965 -0.5167 -1.1976
5 N -1.5862 -0.4930 -0.7310
6 N 1.0813 1.8441 0.2924
7 N 2.2126 0.2137 1.3610
8 C -2.8223 -0.1585 -0.1157
9 C -0.0916 1.4856 -0.0993
10 C 2.1197 0.8579 0.1362
11 C 1.8614 -1.0136 1.5222
12 C -0.4202 0.1602 -0.6530
13 H 1.9017 -1.4334 2.4409
14 H -3.2089 -1.0518 0.2683
15 H -2.5409 0.4370 0.7518
16 H -1.4093 -1.4003 -1.1903
17 H 1.6998 -1.7705 0.6697
18 H -3.4889 0.3714 -0.6880
19 H 3.1031 1.4011 0.0364

Mulliken population analysis, charges in e, atoms 1 to 5:
1 Cl -0.137
2 O -0.839
3 O -0.418
4 N 0.688
5 N -0.241